{"formula": "C20H23N2Pt", "method": "ωB97M-V/def2-TZVPD", "elements": ["C", "C", "C", "C", "H", "H", "H", "H", "H", "H", "H", "H", "H", "C", "C", "C", "H", "C", "C", "H", "H", "H", "H", "C", "C", "C", "H", "C", "C", "H", "H", "H", "H", "Pt", "N", "C", "C", "C", "C", "C", "N", "C", "H", "H", "H", "H"], "coordinates": [[-0.36171, 0.70827, -3.75830], [0.18505, 2.05196, -3.55779], [0.43916, -0.40576, -4.26208], [-1.83047, 0.64864, -3.77504], [0.43459, -0.43080, -5.37007], [0.04404, -1.37141, -3.91670], [1.48694, -0.34930, -3.94254], [-0.21596, 2.75609, -4.31004], [1.27374, 2.08667, -3.62186], [-0.12417, 2.44358, -2.57787], [-2.23183, 1.33391, -4.54397], [-2.24041, 0.99047, -2.81359], [-2.21463, -0.35310, -3.98186], [2.31549, -0.19264, 0.44426], [2.38005, -0.55237, -0.97570], [2.32474, 0.67114, -1.70732], [2.65725, -1.53768, -1.35187], [1.94765, 1.72274, -0.84901], [1.87063, 1.22886, 0.48773], [1.78031, 1.84241, 1.38277], [2.68893, -0.79617, 1.26798], [2.65611, 0.79316, -2.73820], [1.82125, 2.76834, -1.12094], [-2.47604, -1.22310, 0.04734], [-1.20363, -1.78946, 0.49282], [-0.48589, -2.23858, -0.74841], [-1.03072, -2.28284, 1.44855], [-1.40042, -2.02377, -1.83280], [-2.56411, -1.38371, -1.34207], [-3.43553, -1.13120, -1.94998], [-3.26098, -0.85750, 0.70557], [0.32598, -2.96235, -0.73118], [-1.27547, -2.41998, -2.83930], [0.28249, -0.41848, 0.15263], [2.56534, 0.43400, 6.17323], [1.65943, 0.46303, 5.43250], [0.55933, 0.47512, 4.49853], [-0.76691, 0.62270, 4.90364], [-1.76023, 0.67895, 3.93493], [-1.40373, 0.54116, 2.59361], [-0.14113, 0.25457, 2.22597], [0.83836, 0.26515, 3.14797], [-0.99850, 0.68180, 5.96489], [-2.81249, 0.78946, 4.18454], [-2.15293, 0.60084, 1.80057], [1.86221, 0.10699, 2.80867]], "atomic_forces_ev_per_a": [[-0.2, 0.0, 0.3], [0.3, 0.7, -0.1], [0.5, -0.6, -0.4], [-0.6, 0.0, -0.1], [0.1, -0.1, 0.2], [0.2, 0.2, -0.3], [-0.2, 0.0, -0.2], [0.1, -0.1, 0.2], [-0.1, 0.1, -0.1], [0.0, 0.1, -0.1], [0.0, -0.2, 0.1], [-0.1, 0.0, -0.2], [0.0, 0.1, 0.0], [-0.1, 0.5, -0.7], [0.9, 0.9, 0.7], [0.3, -1.0, -0.3], [0.0, 0.5, 0.1], [0.0, 0.2, 1.4], [1.3, -0.3, -1.0], [0.0, -0.2, -0.4], [0.0, 0.2, -0.3], [-0.5, -0.1, 0.4], [-0.1, -0.4, 0.0], [-0.3, -0.4, -1.2], [0.7, -1.7, -1.3], [-0.8, 0.0, 1.7], [-0.2, 0.2, -0.2], [-0.4, 0.0, 0.1], [-0.5, 0.0, 0.7], [0.4, 0.0, 0.3], [0.2, -0.1, -0.3], [-0.3, 0.1, -0.1], [0.0, 0.3, 0.3], [-0.1, 0.9, -0.5], [-2.1, 0.1, -1.7], [1.8, -0.1, 1.6], [0.2, -0.2, -0.2], [-0.1, 0.0, 0.1], [0.1, -0.1, -0.3], [0.2, -0.3, 0.5], [-0.2, 0.7, 0.9], [-0.7, 0.0, 0.0], [0.0, 0.1, -0.2], [0.3, 0.1, 0.1], [0.4, 0.0, 0.3], [-0.4, 0.0, 0.3]], "charge": 1, "gap_ha": [0.2188, 0.2444], "multiplicity": 5}

---

{"formula": "C20H23N3O3", "method": "ωB97M-V/def2-TZVPD", "elements": ["C", "C", "C", "C", "N", "C", "C", "C", "C", "O", "N", "C", "C", "C", "C", "C", "C", "C", "C", "C", "C", "N", "C", "O", "C", "O", "H", "H", "H", "H", "H", "H", "H", "H", "H", "H", "H", "H", "H", "H", "H", "H", "H", "H", "H", "H", "H", "H", "H"], "coordinates": [[0.71182, 0.30380, 2.98459], [2.01588, 0.32735, 2.22036], [3.15225, 0.82001, 2.84606], [4.35667, 0.80164, 2.16537], [4.49115, 0.32217, 0.93041], [3.40595, -0.16317, 0.32271], [3.63695, -0.69668, -1.06491], [2.14259, -0.17091, 0.92201], [0.97387, -0.73285, 0.16726], [0.97442, -1.87077, -0.27676], [-0.06563, 0.11073, -0.00519], [-1.26362, -0.26191, -0.71818], [-1.00811, -0.47878, -2.21046], [-0.52906, 0.77612, -2.93615], [-1.62815, 1.79633, -3.04244], [-1.36324, 3.16117, -2.99323], [-2.38777, 4.08757, -3.11298], [-3.69412, 3.64811, -3.27766], [-3.96421, 2.28901, -3.31121], [-2.94246, 1.35335, -3.19220], [-3.29105, -0.11708, -3.19376], [-2.16755, -1.00066, -2.90805], [-2.40439, -2.33552, -3.01314], [-3.46718, -2.76547, -3.40978], [-1.26190, -3.26764, -2.63861], [-1.68233, -4.59956, -2.79396], [0.17938, -0.63376, 2.81861], [0.88821, 0.38611, 4.05486], [0.05776, 1.12182, 2.67994], [3.10559, 1.20589, 3.85565], [5.26165, 1.17833, 2.62662], [3.48088, -1.77523, -1.08366], [2.94323, -0.24585, -1.77826], [4.65118, -0.48573, -1.38975], [0.02133, 1.05043, 0.34042], [-1.68040, -1.17452, -0.28513], [-2.01717, 0.51524, -0.57285], [-0.18854, -1.19265, -2.28835], [0.34224, 1.19867, -2.42875], [-0.17994, 0.49024, -3.93131], [-0.34296, 3.50661, -2.87075], [-2.16914, 5.14687, -3.07980], [-4.50127, 4.36207, -3.37313], [-4.98887, 1.95359, -3.42812], [-4.08179, -0.29541, -2.45763], [-3.72132, -0.39696, -4.15492], [-0.40474, -3.05734, -3.28809], [-0.95858, -3.08226, -1.60267], [-0.94811, -5.16909, -2.55289]], "atomic_forces_ev_per_a": [[0.0, -0.2, -0.2], [-0.3, -0.1, 0.2], [0.2, 0.0, -0.1], [-0.1, -0.1, -0.1], [-0.2, 0.0, 0.2], [0.4, 0.0, -0.3], [-0.2, -0.1, 0.0], [0.1, 0.2, 0.2], [0.3, -0.3, 0.0], [-0.1, 0.0, 0.1], [-0.1, 0.4, 0.1], [-0.5, -0.1, 0.0], [0.6, 0.1, -0.4], [0.1, 0.2, 0.2], [0.0, -0.1, 0.0], [-0.1, 0.1, -0.1], [0.0, 0.0, 0.0], [0.0, -0.1, 0.0], [-0.1, 0.1, 0.0], [0.2, -0.1, 0.1], [-0.1, 0.1, 0.1], [0.2, 0.3, 0.2], [-0.3, -0.6, -0.2], [-0.1, 0.1, 0.0], [0.2, -0.1, 0.2], [-0.2, 0.0, -0.1], [-0.1, 0.1, -0.1], [0.1, 0.1, 0.0], [0.0, 0.0, 0.1], [0.0, 0.0, 0.0], [0.0, 0.0, 0.0], [-0.1, 0.0, 0.0], [0.0, -0.1, 0.0], [0.0, 0.1, 0.1], [0.0, 0.0, 0.0], [0.1, -0.1, -0.1], [0.1, 0.1, 0.0], [-0.2, -0.1, 0.0], [-0.1, 0.0, 0.1], [-0.1, -0.1, 0.0], [0.0, -0.1, 0.0], [0.0, 0.0, 0.0], [0.0, 0.0, 0.0], [0.0, 0.0, 0.0], [-0.1, 0.0, 0.0], [0.1, -0.1, 0.0], [0.1, 0.1, 0.0], [0.1, 0.1, 0.0], [0.0, 0.0, 0.0]], "de_lowest_ev": 0.795, "gap_ha": 0.3473}

---

{"formula": "C20H23N3O3", "method": "ωB97M-V/def2-TZVPD", "elements": ["C", "C", "C", "C", "C", "O", "C", "C", "O", "C", "C", "N", "C", "C", "C", "C", "N", "C", "C", "C", "C", "C", "C", "O", "N", "C", "H", "H", "H", "H", "H", "H", "H", "H", "H", "H", "H", "H", "H", "H", "H", "H", "H", "H", "H", "H", "H", "H", "H"], "coordinates": [[3.47605, -0.91928, 3.30425], [2.53405, -2.08109, 3.40103], [2.33530, -2.72183, 4.62739], [1.50800, -3.81413, 4.73424], [0.83418, -4.31065, 3.61421], [0.07098, -5.39599, 3.76205], [0.97286, -3.63744, 2.38065], [0.20947, -4.10918, 1.22343], [-0.31707, -5.22123, 1.19702], [0.05722, -3.19839, 0.06707], [0.12415, -3.71654, -1.22421], [-0.00476, -2.98532, -2.31434], [-0.25481, -1.69067, -2.17029], [-0.39878, -1.06567, -0.92089], [-0.22640, -1.83476, 0.20819], [-0.78875, 0.38140, -0.90298], [-0.36409, 1.06308, -2.10908], [-0.30728, 2.51089, -2.06150], [-1.69599, 3.15128, -1.99728], [-1.66524, 4.66837, -2.20856], [-0.93066, 5.38208, -1.07590], [-3.09277, 5.20067, -2.32160], [-0.29865, 0.45653, -3.32076], [-0.13402, 1.04261, -4.36806], [-0.38686, -0.93368, -3.29994], [1.84840, -2.54632, 2.29934], [4.47989, -1.22003, 3.60083], [3.15992, -0.11724, 3.97023], [3.51625, -0.53380, 2.28876], [2.85762, -2.36069, 5.50139], [1.37280, -4.32650, 5.67358], [-0.27054, -5.65410, 2.87245], [0.31380, -4.76942, -1.37948], [-0.34819, -1.40003, 1.19028], [-0.33142, 0.88786, -0.04568], [-1.88355, 0.45627, -0.78797], [0.19876, 2.83531, -2.97298], [0.29465, 2.79557, -1.19415], [-2.30714, 2.70076, -2.78259], [-2.16424, 2.93350, -1.03424], [-1.14299, 4.87278, -3.14913], [0.11719, 5.09614, -1.04350], [-0.98042, 6.45908, -1.21769], [-1.38725, 5.14390, -0.11709], [-3.64359, 5.00992, -1.40265], [-3.08659, 6.27320, -2.50004], [-3.61822, 4.72069, -3.14369], [-0.26178, -1.39896, -4.18899], [2.01052, -2.07897, 1.33888]], "atomic_forces_ev_per_a": [[0.0, 0.0, 0.1], [0.0, 0.1, -0.1], [-0.2, -0.1, -0.2], [-0.1, -0.2, 0.0], [0.1, 0.3, -0.3], [-0.2, -0.2, 0.0], [-0.1, -0.3, 0.4], [0.0, 0.0, 0.0], [0.0, 0.1, 0.0], [-0.2, 0.1, -0.3], [0.0, 0.0, 0.4], [0.0, 0.2, -0.6], [0.0, -0.2, 0.8], [0.1, 0.0, -0.1], [0.0, -0.2, -0.4], [-0.3, -0.1, 0.1], [0.2, 0.0, 0.3], [-0.1, 0.2, -0.2], [0.3, 0.1, -0.2], [-0.2, -0.1, 0.2], [0.0, -0.1, -0.3], [0.3, -0.1, -0.1], [0.1, -0.2, 0.0], [0.0, 0.2, -0.4], [-0.1, 0.0, -0.3], [0.1, 0.0, 0.2], [0.1, 0.1, 0.0], [0.0, 0.1, 0.0], [0.0, 0.1, -0.1], [0.0, 0.0, 0.1], [0.0, -0.1, 0.1], [0.2, 0.1, 0.1], [0.0, -0.1, 0.1], [0.0, 0.1, 0.1], [-0.1, 0.0, -0.1], [0.1, 0.1, 0.1], [0.0, 0.0, 0.2], [0.0, 0.0, -0.1], [-0.1, -0.1, 0.0], [-0.1, 0.0, 0.0], [0.0, 0.0, 0.0], [0.1, 0.0, 0.1], [0.0, 0.1, 0.0], [-0.1, 0.0, 0.2], [-0.1, 0.0, 0.1], [-0.1, 0.1, 0.0], [-0.1, 0.0, -0.1], [0.0, 0.1, 0.1], [0.0, 0.1, 0.0]], "de_lowest_ev": 0.027, "gap_ha": 0.3093}

---

Max |F| list, top to bottom, in eV/A: 2.69, 0.75, 0.79